(1)
The following is a quantum chemistry calculation of a cluster of 14 separate species, C30H91ClN17O17 in total in a non-equilibrium geometry, from the Open Molecules 2025 dataset.

As for the spin multiplicity: 1. Its frontier orbital gap is 8.481 eV. As for the total charge: -1. The calculation puts the strongest force on any atom at 5.63 eV/A.

```
156
Properties=species:S:1:pos:R:3:forces:R:3
Cl 0.034 -0.200 0.169 -0.847 -1.616 -0.382
O -4.331 -4.596 -3.093 0.554 0.885 0.743
O 3.836 -2.713 5.040 -0.098 0.640 -0.745
O 1.082 -0.638 -0.742 -0.089 0.844 0.156
O -3.128 -5.347 1.306 -0.360 -0.243 0.745
O -3.924 -0.209 -1.939 0.621 2.063 -2.507
O -0.970 -1.222 0.195 -0.319 -1.190 0.470
O 3.193 3.456 -1.339 -0.298 0.644 0.159
O -0.661 0.973 -0.281 1.090 0.868 0.382
O 0.427 0.371 -5.060 -0.298 -0.480 0.421
O -3.926 -1.703 0.856 -0.169 -1.121 0.419
O 3.824 3.154 3.638 -0.502 0.745 1.253
O 5.104 1.256 -0.549 0.683 -1.256 1.759
O 1.936 -3.392 0.355 0.572 -0.571 0.112
O 0.598 -0.060 1.490 0.253 0.688 0.200
O -0.894 7.277 1.157 0.584 -0.087 -0.875
O 1.933 -4.902 -5.503 -0.759 1.116 0.083
O -3.621 -1.136 4.137 0.601 0.186 -1.005
N -2.690 2.398 -1.860 -0.678 -0.597 0.200
N -1.069 -4.681 0.741 0.863 0.571 0.190
N -1.596 1.391 -4.903 0.393 -0.208 -0.374
N 2.795 -1.516 3.414 -1.924 0.330 0.209
N 2.266 1.615 3.919 -0.573 -0.896 1.476
N -2.240 -3.873 -3.660 0.292 0.429 -0.461
N -2.876 -3.669 -1.570 -0.932 -1.922 2.284
N 0.979 3.050 -1.534 -0.423 -0.970 1.341
N -0.570 0.749 -3.026 0.297 -0.566 1.203
N -1.293 3.804 0.287 -0.753 0.606 0.364
N -0.672 1.308 4.168 -0.108 -0.302 0.503
N 5.528 3.383 1.456 0.852 0.692 -0.339
N 1.831 4.822 -2.555 0.912 1.139 -0.117
N 3.149 2.684 5.728 0.266 0.939 4.043
N -1.883 -4.052 2.724 -0.385 0.693 1.946
N 5.002 -1.796 3.316 0.414 -0.210 -0.172
N 0.729 -3.569 -2.749 0.309 0.197 -1.352
C 3.866 -2.047 3.996 0.694 -1.142 1.317
C 1.228 -4.905 -3.114 0.153 0.002 0.472
C -1.097 4.954 1.150 2.045 -1.080 1.315
C 4.919 0.027 -1.235 -0.159 0.306 -0.394
C -4.296 3.233 -3.441 -0.195 0.085 -0.810
C 2.089 3.794 -1.733 0.316 -1.614 -0.578
C 6.436 1.879 3.006 1.326 -2.905 -0.934
C 6.248 2.056 1.484 -2.358 1.660 0.920
C 4.272 -4.051 -0.396 0.515 0.984 -0.100
C 0.958 -5.298 -4.558 -1.037 -1.288 -0.068
C -4.533 0.871 -2.658 0.989 -1.334 -1.526
C -4.104 2.292 -2.258 -0.434 0.016 0.210
C -0.371 8.464 0.563 -0.781 0.216 1.587
C -4.015 -1.484 -2.498 -0.583 0.788 -1.934
C -2.119 -4.726 1.596 -0.391 -1.090 -2.428
C -4.439 -1.194 5.273 0.879 1.119 0.726
C -3.262 -4.054 -2.784 0.606 -2.161 -2.064
C 3.109 2.533 4.442 0.548 -0.315 -5.595
C 0.630 -5.894 -2.137 0.059 -0.567 0.282
C 5.340 1.001 0.868 -0.300 -0.383 -0.706
C -0.727 6.127 0.348 -1.711 1.075 -1.086
C -2.321 -0.597 4.267 1.316 0.065 0.694
C -2.085 0.940 4.227 -1.596 -0.597 -1.135
C -2.783 1.497 2.980 -0.030 0.431 0.915
C 1.450 -4.987 -6.836 0.564 -0.665 0.062
C -5.745 -1.049 -0.564 -0.114 0.590 0.394
C -4.546 -0.587 0.270 -1.028 0.561 1.540
C 3.208 -2.977 -0.160 -0.721 0.247 -1.301
C -0.503 0.753 -4.353 0.060 1.032 -1.506
C 0.066 4.650 2.126 0.261 -0.285 1.014
H -5.373 -1.517 -1.476 -2.018 0.125 2.313
H 0.104 3.173 -2.013 0.189 -0.187 -0.323
H 2.209 -4.558 -7.489 -0.086 0.206 0.089
H -2.023 -3.201 -1.323 -0.089 0.011 -0.024
H 0.477 -4.529 -7.019 0.039 0.330 0.318
H 7.137 2.105 0.855 0.210 0.195 0.316
H -5.282 3.245 -3.912 -0.280 -0.168 0.422
H -1.640 1.410 -5.906 -0.243 0.106 0.164
H 3.940 -0.426 -1.056 -0.247 0.355 -0.097
H -0.368 -3.999 0.978 0.486 -0.416 -0.541
H 1.362 -6.040 -7.121 -0.107 -0.174 -0.019
H -1.350 3.020 0.926 0.156 -0.439 -0.512
H 3.603 -2.146 0.426 0.122 -0.177 0.273
H -2.660 2.582 3.025 -0.379 0.178 0.011
H 0.903 -6.910 -2.422 0.071 -0.057 0.242
H 2.320 -4.938 -3.037 0.149 -0.114 0.291
H 3.454 3.584 6.062 0.323 -0.230 -0.099
H -1.330 -3.212 2.665 -0.033 -0.044 0.205
H -6.512 -1.639 -0.063 0.401 -0.299 0.444
H -2.000 5.177 1.720 -0.038 0.061 -0.084
H 5.827 3.805 2.327 0.599 0.620 -0.356
H 1.741 1.073 4.587 -0.459 -0.030 -0.495
H 4.561 3.383 1.762 -0.383 -1.156 -0.838
H 4.405 0.884 1.430 -0.499 0.839 -0.077
H -3.834 1.229 3.087 -0.080 0.101 -0.812
H 0.984 -5.676 -1.128 0.267 -0.109 -0.022
H -0.280 4.027 2.951 -0.244 0.129 0.308
H 3.970 -5.087 -0.531 -0.217 0.032 0.754
H -2.582 3.120 -1.146 0.160 0.045 -0.155
H 0.908 4.056 1.758 -0.264 0.014 -0.906
H 5.067 -3.821 0.315 0.002 -1.091 0.359
H 2.721 2.096 6.423 -0.275 -0.076 -0.416
H -3.613 -3.818 -0.895 0.554 0.101 0.716
H -0.089 -5.071 -4.789 0.149 1.022 -0.477
H -1.048 9.216 0.973 0.285 0.427 -0.189
H -0.412 8.554 -0.522 0.128 -0.512 -0.062
H 3.028 -2.557 -1.154 -0.222 0.260 0.030
H 2.678 5.304 -2.812 -0.622 0.557 -0.351
H -1.887 -1.016 5.181 0.170 0.134 0.223
H 0.879 5.037 -2.782 0.339 0.465 -0.398
H -1.270 1.316 -2.539 0.597 -0.539 -0.509
H -2.640 1.340 5.078 0.605 0.434 0.309
H 2.779 -1.041 2.529 -0.051 -0.035 0.087
H -2.428 1.539 -1.382 -0.313 0.026 0.329
H 5.057 0.249 -2.292 -0.280 -0.049 -0.036
H 7.209 1.120 3.183 0.279 -0.015 0.145
H -3.090 -1.496 1.282 -0.014 0.381 -0.182
H 5.708 -0.024 0.996 0.911 0.021 -0.309
H 1.132 2.174 -1.058 -0.231 0.107 -0.190
H 5.541 1.372 3.366 -0.193 0.711 0.453
H -4.726 -0.176 5.560 -0.973 0.000 -0.406
H -3.637 2.935 -4.254 0.154 -0.004 0.004
H 1.961 -1.556 3.978 -0.119 0.005 -0.407
H -2.658 -4.057 3.370 0.041 0.386 -0.100
H 0.872 -6.389 -4.649 0.463 -0.343 0.470
H -3.615 -1.425 -3.512 0.613 -0.674 0.086
H -1.658 -0.933 3.464 -0.497 -0.608 -0.382
H 4.755 -3.818 -1.348 -0.120 0.124 -0.137
H -1.515 6.137 -0.418 0.149 0.363 -0.487
H -0.248 0.821 3.384 -0.037 -0.677 -0.054
H -3.821 -0.036 -0.333 -0.537 -0.257 1.361
H -2.288 1.218 2.048 -0.330 -0.619 -0.042
H -5.614 0.718 -2.696 -0.155 0.385 0.357
H 0.777 -3.347 -1.763 0.335 -0.437 0.134
H -2.347 1.656 -4.296 -0.171 0.020 -0.270
H 0.104 0.195 -2.523 0.013 0.232 0.011
H 1.346 -2.649 0.200 -0.025 0.297 0.027
H 0.227 6.078 -0.183 0.332 -0.112 0.419
H 4.934 -1.094 2.600 0.835 -0.065 0.022
H -0.443 3.735 -0.263 0.016 -0.598 0.222
H 6.749 2.762 3.554 -0.383 0.068 -0.111
H -5.050 -1.847 -2.575 0.288 0.296 -1.889
H -4.797 2.587 -1.466 0.201 0.225 0.324
H -3.699 -2.252 -1.793 0.653 1.855 -0.622
H 5.630 -0.767 -0.981 0.439 0.230 0.269
H -6.285 -0.144 -0.855 0.018 0.109 -0.136
H 2.085 1.506 2.937 0.366 0.146 0.011
H -4.221 0.728 -3.700 0.055 0.039 -0.300
H 0.578 5.506 2.568 -0.493 0.325 0.036
H -3.906 -1.444 6.199 0.356 -0.859 -0.199
H -1.381 -3.544 -3.231 0.364 -0.258 -0.786
H -2.215 -4.406 -4.511 -0.117 0.173 0.048
H 5.841 -2.173 3.723 0.157 0.379 -0.360
H -4.036 4.272 -3.238 0.008 -0.062 0.409
H -0.458 -5.874 -2.048 -0.122 0.235 -0.546
H -0.677 2.232 3.755 0.192 0.512 0.507
H 0.617 8.625 0.997 0.245 0.180 -0.529
H -5.238 -1.899 5.063 -0.152 0.313 0.117
H -5.000 0.110 0.983 0.292 -0.068 0.850
H -1.089 -5.141 -0.150 -0.191 0.180 0.068
H 1.380 -2.949 -3.219 -0.421 0.702 0.079
```
Forces are in eV/Å.

(2)
The following is a quantum chemistry calculation of a cluster of 17 separate species, C31H15Cl65O2 in total in a non-equilibrium geometry, from the Open Molecules 2025 dataset.

As for the spin multiplicity: 1. Its frontier orbital gap is 8.105 eV. The calculation puts the strongest force on any atom at 4.40 eV/A.

```
113
Properties=species:S:1:pos:R:3:forces:R:3
Cl -2.731 8.092 -8.770 0.260 -0.144 -0.053
Cl 5.057 -6.840 6.672 -0.061 -0.241 -0.162
Cl 1.242 10.331 4.330 0.238 -0.046 0.148
Cl -7.285 -4.775 0.730 0.002 -0.122 -0.209
Cl 6.515 5.761 7.243 -0.217 0.135 0.026
Cl -7.447 -7.251 -0.771 0.011 0.305 -0.006
Cl -3.120 -4.329 -3.125 0.264 0.129 0.122
Cl 5.205 -9.093 -3.696 -0.127 -0.079 0.223
Cl 0.069 -1.314 2.751 -0.252 -0.044 0.110
Cl 0.843 -9.161 -0.123 -0.404 0.098 -0.004
Cl -0.417 -9.860 -2.650 -0.538 0.138 0.244
Cl 1.468 -1.146 -5.327 -0.793 0.015 -0.488
Cl -1.385 -1.009 5.244 -0.011 -0.090 -0.256
Cl 5.684 -1.775 -2.678 -0.244 0.192 -0.062
Cl 4.024 9.507 4.309 -0.224 0.071 0.152
Cl 3.483 5.216 -6.566 -0.126 -0.123 -0.232
Cl 5.475 8.448 7.579 0.143 -0.312 0.085
Cl 1.516 6.907 9.657 -0.469 -0.045 0.314
Cl -0.371 7.966 -10.453 -0.125 -0.124 0.221
Cl 4.607 0.852 -2.082 -0.090 -0.257 -0.154
Cl 2.349 8.902 6.599 -0.520 0.934 -0.371
Cl 2.039 5.393 12.074 -0.155 0.152 -0.142
Cl -5.850 -5.049 -1.777 -0.478 -0.162 0.206
Cl 0.472 7.831 12.201 0.072 -0.243 -0.157
Cl 1.026 5.638 4.462 0.144 -0.192 -0.094
Cl 1.617 0.610 -7.629 -0.177 -0.339 0.187
Cl -2.032 -8.944 -0.419 0.222 0.035 -0.160
Cl 1.836 4.229 2.058 0.044 0.045 0.278
Cl -0.947 0.067 -6.384 0.220 -0.042 -0.029
Cl -2.826 -1.132 2.729 0.216 -0.144 0.059
Cl 3.216 -9.035 6.220 0.280 0.074 -0.063
Cl 1.236 2.743 4.478 0.224 0.239 -0.034
Cl -1.274 2.413 2.517 -2.519 0.042 -1.269
Cl 4.341 -0.252 -4.751 0.474 0.268 0.597
Cl -3.645 -2.481 -0.951 0.174 -0.105 -0.084
Cl -0.169 7.362 -7.622 -0.225 0.046 -0.235
Cl -1.532 -3.506 3.775 -0.036 0.330 -0.182
Cl -2.346 -5.021 -0.416 -0.226 0.432 -0.073
Cl 3.155 11.640 6.075 -0.047 -0.246 -0.119
Cl 1.043 4.004 -7.562 0.380 0.076 -0.034
Cl -0.288 -7.087 -1.804 0.176 -0.508 -0.036
Cl 3.632 4.371 4.331 -0.391 -0.396 -0.544
Cl 3.623 3.060 -8.503 -0.078 0.258 0.049
Cl 0.410 -2.015 -7.884 -0.762 0.703 0.702
Cl 4.756 -11.280 -1.843 -0.092 0.264 -0.069
Cl -0.929 -2.931 -1.835 -0.099 -0.266 -0.024
Cl 3.742 6.327 6.600 0.790 -0.316 0.734
Cl 2.812 -1.378 -2.552 0.621 -0.175 -0.082
Cl -0.637 5.458 10.954 0.259 0.148 0.054
Cl 1.185 -6.116 5.422 -0.158 0.097 0.208
Cl 4.619 6.329 9.365 0.451 0.006 -0.331
Cl 2.597 -3.289 -9.207 1.164 -0.418 -0.385
Cl -0.307 -4.117 6.899 0.156 -0.313 0.132
Cl 1.434 -5.961 8.308 -0.168 0.004 -0.233
Cl 4.872 -4.749 -8.155 -0.089 0.274 -0.057
Cl -8.745 -4.859 -1.777 0.211 -0.074 0.152
Cl 5.288 -2.540 -9.990 -0.152 -0.085 0.213
Cl 2.649 5.672 -9.308 0.022 -0.224 0.198
Cl 4.356 -8.539 -0.977 -0.014 -0.162 -0.211
Cl 4.765 -7.964 4.013 -0.011 -0.048 0.262
Cl 6.078 -9.495 6.099 -0.212 0.195 -0.068
Cl -1.539 5.525 -9.406 0.019 0.326 0.014
Cl 2.506 -9.753 -2.856 0.884 0.000 -0.040
Cl 4.367 -2.027 -7.286 -0.011 -0.374 -0.339
Cl -1.031 -6.918 7.114 0.213 0.171 -0.036
O -4.562 3.862 -1.416 1.327 -3.341 2.257
O -4.549 1.872 3.302 1.457 -0.558 -4.117
C -0.324 2.642 -0.715 -0.145 0.053 -0.274
C 2.692 10.095 5.329 -0.077 0.025 0.075
C -1.202 7.236 -9.063 0.009 -0.013 0.042
C -4.223 2.918 -0.669 -0.809 0.688 -0.136
C 1.932 4.245 3.832 0.062 -0.060 -0.009
C -2.827 2.415 1.525 -0.824 0.667 -2.822
C -7.332 -5.484 -0.899 0.063 -0.047 -0.078
C 4.361 -0.638 -3.016 0.142 -0.030 -0.043
C -4.184 1.764 2.113 -0.746 0.009 1.568
C 4.205 -9.666 -2.343 -0.008 -0.019 -0.121
C -0.472 -8.763 -1.249 0.100 0.073 0.043
C 5.087 6.717 7.697 -0.090 0.044 0.070
C -5.887 -0.328 1.266 0.151 1.900 -3.476
C -2.859 2.966 0.202 0.439 -0.874 1.655
C -6.676 -0.960 0.044 1.310 2.444 -0.671
C 0.847 6.397 11.222 -0.088 0.057 -0.058
C -2.510 -3.691 -1.582 -0.087 0.016 0.214
C -5.112 1.583 -0.452 -0.820 -1.559 0.456
C -5.907 0.978 -1.630 0.294 -1.154 3.881
C -1.418 -1.740 3.625 0.065 -0.040 -0.011
C 2.699 4.488 -7.984 -0.098 0.055 0.018
C -1.371 0.655 -2.208 -0.294 -0.523 0.596
C -6.713 -0.322 -1.368 2.261 1.976 2.584
C 4.779 -8.334 5.751 -0.021 -0.003 0.050
C 0.320 -5.778 6.936 0.022 0.060 0.021
C -1.590 3.621 -0.529 -0.324 0.078 -0.030
C 4.281 -3.151 -8.660 -0.003 -0.066 -0.134
C -0.675 1.088 -0.824 1.809 -0.920 -0.613
C 0.760 0.308 -0.773 -0.610 0.391 0.296
C -5.084 0.980 1.002 -1.340 -1.336 -2.648
C 0.637 -0.621 -6.806 -0.087 -0.100 -0.029
H 0.166 2.944 -1.719 -0.682 -0.475 1.576
H -2.263 1.327 -2.442 1.193 -0.821 0.063
H -5.891 -0.805 2.312 -0.060 0.819 -1.940
H 0.598 -0.810 -0.612 0.197 1.401 -0.305
H -1.775 -0.421 -2.085 0.546 1.844 -0.180
H -7.268 -1.939 0.163 1.133 1.774 0.046
H -5.854 1.537 -2.626 -0.227 -1.084 1.598
H -7.301 -0.754 -2.248 0.924 0.443 1.675
H -1.281 0.665 0.044 0.638 0.943 -1.039
H -0.628 0.594 -3.087 -1.092 0.487 1.334
H 1.343 0.462 -1.749 -0.995 -0.016 1.625
H -1.257 4.539 0.082 -0.583 -1.332 -0.972
H -1.886 3.968 -1.589 0.077 -0.429 1.937
H 1.373 0.691 0.118 -0.761 -0.536 -1.303
H 0.456 2.860 0.108 -1.378 -0.655 -1.238
```
Forces are in eV/Å.